[1]
Molecular formula: C6H6FN3O3S
Method: DFT, ωB97M-V with the def2-TZVPD basis set

energy	-30481.4673	eV
orbital gap	0.2447	hartree
LUMO level	0.229	hartree
charge	-2

XYZ file:
```
20
C6H6FN3O3S, DFT ωB97M-V with the def2-TZVPD basis set
C -0.41 -3.07 0.53
C 0.96 -2.98 0.37
C 1.22 -1.59 0.29
C 4.65 0.59 0.74
C -0.74 0.67 -1.00
C -0.12 0.33 0.40
N -1.01 -1.94 0.52
N 3.34 0.30 0.88
N 0.00 -1.04 0.42
O 5.08 0.25 -0.50
O 5.41 1.07 1.59
O 2.66 0.37 -1.64
F 1.88 -3.99 0.32
S 3.30 -0.43 -0.60
H -1.05 -3.90 0.58
H 0.05 0.23 -1.66
H -0.78 1.72 -1.28
H -1.66 0.05 -1.25
H -0.93 0.67 1.20
H 0.89 0.87 0.67
```

[2]
Molecular formula: C22H27N3O3S
Method: DFT, ωB97M-V with the def2-TZVPD basis set

relative energy (zero: lowest compared OMol25 entry of this formula, charge and spin)	446.05	kcal/mol
energy	-44683.7929	eV
orbital gap	0.3031	hartree
LUMO level	0.010	hartree
charge	0

XYZ file:
```
56
C22H27N3O3S, DFT ωB97M-V with the def2-TZVPD basis set
C -2.89 -1.30 2.60
C -2.08 -2.27 1.56
H -1.05 -1.85 1.39
C -2.91 -2.36 0.19
C -2.96 -1.19 -0.70
O -4.06 -0.71 -1.04
N -1.95 -0.39 -0.47
N -0.65 -0.56 -0.32
C 0.17 0.35 -0.62
C 1.66 0.19 -0.20
C 2.46 1.44 -0.55
C 3.75 1.24 -0.34
C 4.35 -0.14 0.36
C 3.46 -0.87 0.89
C 2.09 -0.87 0.40
H 1.34 -1.66 0.95
H 3.83 -1.97 1.47
N 5.64 -0.11 0.89
S 7.04 0.83 -0.03
O 6.68 2.18 0.15
O 8.07 0.20 0.57
C 6.71 0.20 -1.50
H 7.07 -0.84 -1.59
H 7.49 0.71 -2.08
H 5.83 0.45 -2.27
H 6.04 -0.85 1.31
H 4.56 1.75 -0.51
H 2.21 2.26 -1.15
C -0.49 1.42 -1.20
H 0.03 1.46 -2.25
H -0.24 2.53 -0.88
C -1.93 1.04 -1.43
C -2.73 2.04 -0.48
C -3.88 2.50 -1.10
C -4.68 3.41 -0.32
C -4.31 3.91 1.04
C -3.23 3.09 1.41
C -2.46 2.26 1.10
H -1.63 1.80 1.31
H -3.14 3.39 2.72
H -4.89 4.29 1.75
H -5.64 4.02 -0.54
H -4.20 2.39 -2.08
H -2.36 0.79 -2.28
H -4.13 -2.47 0.34
C -2.32 -3.55 -0.70
C -0.92 -3.56 -1.02
H -0.62 -2.71 -1.60
H -0.74 -4.23 -1.78
H -0.50 -3.41 -0.13
H -3.05 -3.42 -1.65
H -2.66 -4.38 -0.22
H -2.04 -3.20 1.90
H -2.34 -1.33 3.56
H -3.84 -1.70 2.83
H -2.96 -0.21 2.30
```

[3]
Molecular formula: C6H26NO7
Method: DFT, ωB97M-V with the def2-TZVPD basis set

relative energy (zero: lowest compared OMol25 entry of this formula, charge and spin)	3.01	kcal/mol
energy	-22469.0180	eV
orbital gap	0.3314	hartree
LUMO level	0.109	hartree
charge	-1

XYZ file:
```
40
C6H26NO7, DFT ωB97M-V with the def2-TZVPD basis set
C 1.96 -0.85 1.18
O 2.81 0.21 1.56
C 0.71 -0.94 2.06
C -0.48 -1.63 1.38
C -1.64 -0.68 1.05
C -1.26 0.52 0.19
C -0.80 0.21 -1.23
N -1.82 -0.34 -2.13
H 2.57 -1.75 1.29
H 1.69 -0.73 0.12
H 0.42 0.06 2.36
H 0.98 -1.44 3.00
H -0.18 -2.17 0.47
H -0.86 -2.43 2.04
H -2.08 -0.34 1.99
H -2.45 -1.23 0.54
H -2.13 1.20 0.16
H -0.47 1.09 0.69
H 0.03 -0.50 -1.21
H -0.43 1.15 -1.64
H -1.99 -1.33 -1.94
H -2.70 0.15 -1.99
H 0.41 2.94 -2.80
H -0.61 2.05 -3.55
O -0.19 2.92 -3.59
H 0.33 2.31 3.79
H 0.45 2.55 2.26
O -0.19 2.61 3.03
H 2.33 1.10 1.36
H 2.23 3.11 1.35
O 1.63 2.39 1.10
H -1.17 -3.42 -1.52
H -1.99 -3.31 -0.22
O -2.09 -3.44 -1.17
H 1.12 -2.58 -1.64
H 0.13 -2.08 -2.66
O 0.44 -2.90 -2.26
H 2.29 2.22 -1.65
H 1.48 2.59 -0.38
O 1.51 2.73 -1.42
```

[4]
Molecular formula: C5H14S
Method: DFT, ωB97M-V with the def2-TZVPD basis set

2S+1	2
relative energy (zero: lowest compared OMol25 entry of this formula, charge and spin)	17.16	kcal/mol
energy	-16237.8247	eV
⟨S²⟩	0.753
orbital gap (spin up / spin down)	0.3857 / 0.2111	hartree
LUMO level (spin up / spin down)	-0.142 / -0.317	hartree
charge	+1

XYZ file:
```
20
C5H14S, DFT ωB97M-V with the def2-TZVPD basis set
C 0.58 -1.45 2.01
S 1.58 -1.24 0.51
C 2.53 0.26 1.14
H -0.28 -0.78 2.09
H 1.19 -1.28 2.85
H 0.28 -2.44 2.14
H 2.87 0.81 0.27
H 1.92 0.86 1.69
H 3.39 -0.14 1.64
C -0.52 0.50 -2.32
C -1.06 1.01 -1.01
C -2.17 0.07 -0.54
H 0.12 -0.39 -2.18
H 0.19 1.31 -2.83
H -1.38 0.23 -2.97
H -1.56 2.05 -1.21
H -0.36 1.18 -0.21
H -2.51 0.51 0.46
H -3.06 -0.10 -1.17
H -1.76 -0.97 -0.37
```

[5]
Molecular formula: C11H22CoN6O5S2
Method: DFT, ωB97M-V with the def2-TZVPD basis set

2S+1	4
relative energy (zero: lowest compared OMol25 entry of this formula, charge and spin)	52.19	kcal/mol
energy	-90231.3316	eV
⟨S²⟩	3.794
orbital gap (spin up / spin down)	0.2244 / 0.2559	hartree
LUMO level (spin up / spin down)	0.005 / 0.005	hartree
charge	0

XYZ file:
```
47
C11H22CoN6O5S2, DFT ωB97M-V with the def2-TZVPD basis set
O 2.55 -3.05 1.43
H 3.27 -2.99 1.95
Co 0.05 -0.23 0.36
N 0.86 1.05 -0.62
N 1.07 -1.37 -0.78
O 0.98 2.42 -0.49
O 1.33 -2.68 -0.66
C 1.65 0.65 -1.65
C 1.69 -0.75 -1.80
C 2.39 1.70 -2.37
C 2.40 -1.48 -2.87
H 3.07 2.24 -1.70
H 1.70 2.43 -2.80
H 2.98 1.27 -3.18
H 2.25 -2.56 -2.77
H 3.49 -1.28 -2.83
H 2.06 -1.17 -3.86
H 0.32 2.69 0.25
H 2.12 -2.71 0.31
O -2.01 -0.63 -2.16
H -2.66 -0.05 -2.60
H -2.20 -1.51 -2.53
C 0.99 -0.09 1.92
H 0.56 -1.02 2.30
H 1.85 -0.34 1.03
H 1.85 0.25 2.70
O 0.53 3.49 3.68
H 1.41 3.88 3.69
H 0.38 3.31 4.61
N -0.78 2.86 1.35
C -1.71 1.87 1.07
N -1.42 0.63 0.76
C -2.54 -0.15 0.54
C -3.71 0.57 0.58
S -3.40 2.23 0.88
C -2.28 -1.53 0.53
C -3.13 -2.62 0.54
S -2.26 -4.04 0.84
C -0.77 -3.11 1.12
N -0.96 -1.82 0.75
N 0.22 -3.65 1.77
H -1.21 3.79 1.33
H -0.24 2.77 2.23
H -4.69 0.11 0.44
H -4.20 -2.54 0.38
H 0.09 -4.65 1.99
H 1.32 -3.24 1.83
```

[6]
Molecular formula: C8H12O2S2
Method: DFT, ωB97M-V with the def2-TZVPD basis set

relative energy (zero: lowest compared OMol25 entry of this formula, charge and spin)	40.68	kcal/mol
energy	-34251.1449	eV
orbital gap (spin up / spin down)	0.2819 / 0.2819	hartree
LUMO level (spin up / spin down)	-0.027 / -0.028	hartree
charge	0

XYZ file:
```
24
C8H12O2S2, DFT ωB97M-V with the def2-TZVPD basis set
C -0.76 -0.15 -1.95
C 0.69 -0.06 -1.90
C -2.08 -0.24 2.22
C -0.84 0.00 1.76
C 1.27 1.11 -2.18
C -0.61 0.88 0.66
C 1.57 -1.16 -1.41
C 0.36 -0.69 2.35
O -2.99 0.50 -0.35
O 1.65 1.97 1.39
S -1.74 1.04 -0.72
S 0.62 2.01 0.37
H -1.24 0.12 -2.90
H -2.33 -0.88 3.01
H -3.01 0.42 1.99
H 2.31 1.26 -1.96
H 0.80 2.02 -2.36
H -1.02 -1.10 -1.69
H 1.26 -1.77 -0.48
H 2.52 -0.89 -0.97
H 1.77 -1.88 -2.17
H 0.32 -0.53 3.38
H 0.26 -1.73 2.09
H 1.22 -0.26 1.83
```

[7]
Molecular formula: C17H31N2O
Method: DFT, ωB97M-V with the def2-TZVPD basis set

relative energy (zero: lowest compared OMol25 entry of this formula, charge and spin)	204.40	kcal/mol
energy	-23145.7661	eV
orbital gap	0.2342	hartree
LUMO level	-0.194	hartree
SMILES	COCCCCCCCCCCCCc1ccc[nH+]n1
charge	+1

XYZ file:
```
51
C17H31N2O, DFT ωB97M-V with the def2-TZVPD basis set
C 2.41 4.35 -2.23
O 2.50 4.40 -0.79
C 2.93 3.14 -0.22
C 1.71 2.30 0.47
C 0.32 2.57 -0.30
C -0.92 1.69 0.30
C -2.00 1.52 -0.89
C -2.79 0.10 -0.85
C -3.08 -0.37 -2.36
C -2.48 -1.83 -2.72
C -0.90 -1.97 -2.43
C -0.55 -2.99 -1.21
C 0.05 -2.10 -0.01
C 1.31 -2.80 0.76
C 1.03 -2.53 2.33
C 1.03 -0.99 2.74
C 0.74 -0.74 4.27
C 0.47 -2.02 5.14
N 0.51 -3.29 4.48
N 0.78 -3.60 3.22
H 2.93 3.46 -2.72
H 2.91 5.30 -2.67
H 1.31 4.40 -2.57
H 3.54 2.48 -0.92
H 3.63 3.42 0.67
H 1.62 2.59 1.59
H 1.96 1.18 0.34
H 0.52 2.34 -1.41
H 0.03 3.68 -0.24
H -1.37 2.34 1.13
H -0.53 0.70 0.71
H -2.75 2.39 -0.85
H -1.45 1.60 -1.89
H -3.82 0.33 -0.36
H -2.29 -0.68 -0.19
H -2.72 0.38 -3.15
H -4.22 -0.44 -2.48
H -2.61 -1.95 -3.86
H -3.12 -2.66 -2.24
H -0.38 -2.39 -3.36
H -0.50 -0.91 -2.26
H 0.12 -3.86 -1.53
H -1.56 -3.43 -0.89
H -0.81 -1.97 0.76
H 0.40 -1.06 -0.32
H 2.30 -2.30 0.46
H 1.38 -3.91 0.51
H 1.22 -0.16 1.99
H 0.71 0.32 4.68
H 0.21 -1.95 6.25
H 0.31 -4.10 5.10
```

[8]
Molecular formula: C3H7NO
Method: DFT, ωB97M-V with the def2-TZVPD basis set

relative energy (zero: lowest compared OMol25 entry of this formula, charge and spin)	58.70	kcal/mol
energy	-6760.2050	eV
orbital gap	0.3772	hartree
LUMO level	0.035	hartree
SMILES	NC=O.C=C
charge	0

XYZ file:
```
12
C3H7NO, DFT ωB97M-V with the def2-TZVPD basis set
N 2.75 -0.25 -0.71
C 1.77 0.78 -0.74
O 0.72 0.64 -0.14
H 2.25 -1.14 -0.41
H 3.75 -0.14 -0.66
H 2.02 1.45 -1.60
C -2.74 -0.15 1.07
C -1.64 -0.19 0.27
H -2.71 -0.25 2.16
H -3.77 -0.03 0.71
H -0.76 -0.34 0.87
H -1.64 -0.38 -0.81
```

[9]
Molecular formula: C4H5NO
Method: DFT, ωB97M-V with the def2-TZVPD basis set

relative energy (zero: lowest compared OMol25 entry of this formula, charge and spin)	126.48	kcal/mol
energy	-7761.0418	eV
orbital gap (spin up / spin down)	0.3278 / 0.2552	hartree
LUMO level (spin up / spin down)	-0.043 / -0.064	hartree
charge	0

XYZ file:
```
11
C4H5NO, DFT ωB97M-V with the def2-TZVPD basis set
N -1.35 1.15 -0.03
C -0.99 -0.23 0.21
O -1.72 -1.06 0.87
C 0.44 -0.44 0.59
C 1.53 -0.35 -0.28
C 2.51 -0.21 -0.98
H -2.32 1.16 -0.32
H -1.30 1.67 0.84
H 0.59 -0.98 1.53
H -0.76 -0.67 -0.83
H 3.36 -0.04 -1.61
```

[10]
Molecular formula: C32H39Br42F3O3
Method: DFT, ωB97M-V with the def2-TZVPD basis set

relative energy (zero: lowest compared OMol25 entry of this formula, charge and spin)	0.00	kcal/mol
energy	-2989888.8662	eV
orbital gap	0.2893	hartree
LUMO level	-0.062	hartree
charge	0

XYZ file:
```
119
C32H39Br42F3O3, DFT ωB97M-V with the def2-TZVPD basis set
C -0.71 7.82 -0.17
O -0.63 7.87 -1.59
C -1.91 7.94 -2.18
C -2.59 6.51 -2.25
C -4.14 6.72 -2.20
C -4.68 7.24 -0.82
C -5.49 6.13 -0.07
C -4.46 5.11 0.60
C -4.95 3.60 0.56
C -3.94 2.64 -0.17
C -2.66 2.35 0.71
C -2.93 1.14 1.69
C -1.84 0.04 1.67
C -1.57 -0.75 0.61
C -2.36 -0.68 -0.71
F -2.02 0.36 -1.51
F -3.69 -0.70 -0.50
F -2.13 -1.76 -1.48
C -0.41 -1.74 0.81
O 0.06 -2.40 -0.10
C 0.29 -1.94 2.16
C 0.02 -1.16 3.21
C -1.06 -0.09 3.00
O -1.28 0.61 3.92
H 0.18 8.30 0.27
H -0.75 6.75 0.13
H -1.63 8.30 0.25
H -2.57 8.66 -1.65
H -1.83 8.28 -3.23
H -2.18 5.93 -1.40
H -2.31 5.96 -3.17
H -4.39 7.46 -2.99
H -4.71 5.79 -2.46
H -5.26 8.18 -0.94
H -3.79 7.47 -0.18
H -6.14 5.64 -0.83
H -6.17 6.52 0.72
H -4.24 5.44 1.63
H -3.52 5.15 0.00
H -5.26 3.23 1.56
H -5.87 3.58 -0.07
H -3.69 3.08 -1.15
H -4.53 1.72 -0.39
H -2.52 3.28 1.32
H -1.74 2.25 0.10
H -3.93 0.72 1.45
H -3.04 1.58 2.70
H 1.03 -2.74 2.31
H 0.54 -1.29 4.17
C 3.48 -5.45 1.56
Br 3.53 -5.20 3.48
Br 2.50 -4.04 0.68
Br 5.26 -5.67 0.83
H 2.94 -6.37 1.38
C -1.28 -5.31 -5.42
Br 0.59 -4.81 -5.57
Br -2.33 -4.67 -6.92
Br -1.49 -7.21 -5.15
H -1.66 -4.82 -4.55
C 2.74 -7.28 7.35
Br 3.35 -8.15 5.73
Br 3.06 -8.38 8.91
Br 3.49 -5.51 7.54
H 1.67 -7.16 7.26
C -1.01 -6.60 1.76
Br -1.39 -4.82 1.13
Br -0.30 -7.71 0.35
Br 0.16 -6.56 3.30
H -1.94 -7.04 2.07
C -9.62 3.43 0.16
Br -9.09 3.74 -1.67
Br -9.54 1.55 0.62
Br -8.62 4.52 1.40
H -10.66 3.73 0.25
C 7.45 -6.67 4.48
Br 9.07 -6.05 3.65
Br 7.25 -8.58 4.33
Br 7.31 -6.07 6.31
H 6.62 -6.22 3.94
C 10.00 -1.67 3.39
Br 11.43 -1.35 2.14
Br 8.46 -2.47 2.53
Br 10.59 -2.71 4.91
H 9.69 -0.71 3.77
C 2.13 -0.53 -3.13
Br 2.77 1.00 -4.14
Br 3.43 -1.14 -1.84
Br 0.43 -0.16 -2.27
H 1.98 -1.33 -3.84
C 0.04 0.90 -7.89
Br -0.59 2.63 -7.30
Br -0.61 -0.57 -6.82
Br -0.36 0.60 -9.75
H 1.11 0.91 -7.78
C 3.90 -0.37 -9.26
Br 3.57 0.12 -7.40
Br 2.94 0.75 -10.51
Br 5.80 -0.39 -9.63
H 3.53 -1.38 -9.40
C -2.59 6.85 -8.60
Br -1.95 8.46 -9.45
Br -1.46 6.33 -7.12
Br -4.45 7.01 -8.07
H -2.54 6.06 -9.33
C -1.67 -11.32 1.70
Br -3.00 -11.90 0.43
Br -2.40 -10.06 2.97
Br -0.82 -12.81 2.59
H -0.90 -10.80 1.15
C 14.24 -3.05 5.91
Br 14.84 -3.90 4.29
Br 14.59 -4.13 7.47
Br 14.98 -1.27 6.10
H 13.17 -2.94 5.83
C -1.71 2.06 7.05
Br 0.16 1.76 7.44
Br -2.85 1.31 8.42
Br -2.09 3.93 6.74
H -1.92 1.53 6.13
```

[11]
Molecular formula: C4H10N2O
Method: DFT, ωB97M-V with the def2-TZVPD basis set

relative energy (zero: lowest compared OMol25 entry of this formula, charge and spin)	12.00	kcal/mol
energy	-9338.4673	eV
orbital gap	0.3856	hartree
LUMO level	0.034	hartree
SMILES	C[C@@H](N)CC(N)=O
charge	0

XYZ file:
```
17
C4H10N2O, DFT ωB97M-V with the def2-TZVPD basis set
C -0.58 -0.28 -1.56
C -0.75 0.24 -0.12
N -2.13 0.33 0.36
C 0.13 -0.54 0.87
C 1.58 -0.36 0.50
N 2.13 0.84 0.87
O 2.18 -1.17 -0.16
H -0.32 -1.33 -1.57
H -1.50 -0.14 -2.13
H 0.20 0.26 -2.10
H -0.41 1.28 -0.12
H -2.66 0.92 -0.27
H -2.56 -0.59 0.31
H -0.11 -1.60 0.91
H -0.06 -0.12 1.86
H 3.10 0.97 0.67
H 1.73 1.29 1.68
```

[12]
Molecular formula: C6H12N2O
Method: DFT, ωB97M-V with the def2-TZVPD basis set

relative energy (zero: lowest compared OMol25 entry of this formula, charge and spin)	126.25	kcal/mol
energy	-11439.1959	eV
orbital gap	0.3332	hartree
LUMO level	0.033	hartree
SMILES	C=C(N)/C(C)=C(\C)NO
charge	0

XYZ file:
```
21
C6H12N2O, DFT ωB97M-V with the def2-TZVPD basis set
C -1.36 0.30 -2.07
C -0.20 -0.15 -1.59
N 0.90 -0.51 -2.32
C -0.14 -0.68 0.12
C -0.27 -2.15 0.26
C 0.22 0.42 0.65
C 0.41 1.88 0.53
N 0.27 -0.14 2.39
O 0.26 0.97 3.27
H -2.19 0.55 -1.41
H -1.53 0.43 -3.14
H 1.79 -0.34 -1.86
H 0.89 -0.25 -3.30
H 0.58 -2.65 -0.22
H -0.32 -2.43 1.31
H -1.18 -2.50 -0.22
H 1.46 2.14 0.63
H 0.02 2.28 -0.40
H -0.14 2.36 1.35
H 1.19 -0.57 2.48
H -0.67 1.04 3.53
```